1.
This record from the OMol25 dataset describes a structure of composition C38H63BrCl3N6O5RbSi2. The level of theory is ωB97M-V/def2-TZVPD.

Element x y z (Å)
1 Rb -0.930710 -0.289473 0.467014
2 N -2.418193 1.345251 -2.264269
3 N -3.429367 0.488927 -1.778350
4 C -3.626689 0.460836 -0.334289
5 O -4.474580 -0.391822 0.009310
6 O -2.934298 1.223872 0.355086
7 H -2.690529 2.322937 -2.245574
8 H -2.173923 1.074240 -3.206331
9 H -4.327934 0.570167 -2.235276
10 Cl -0.352325 -7.280728 3.586937
11 C -0.459963 -5.547510 3.332400
12 C -1.411667 -4.809206 4.062224
13 C -1.509879 -3.461732 3.882960
14 C -0.664393 -2.730597 2.962729
15 O -0.757232 -1.490006 2.838380
16 C 0.287484 -3.541968 2.227345
17 C 1.182413 -2.955475 1.266171
18 O 1.274810 -1.780045 0.944164
19 C 0.361856 -4.930440 2.435821
20 H -2.053943 -5.329696 4.762056
21 H -2.237961 -2.877254 4.432494
22 H 1.858359 -3.695135 0.776831
23 H 1.088062 -5.506169 1.871392
24 N 2.091953 -0.559235 4.037462
25 H 2.439786 -1.505297 3.921176
26 H 1.113909 -0.601336 3.748269
27 H 2.563701 -0.010248 3.323425
28 N 0.685637 2.532593 -1.225414
29 C 0.806267 3.585551 -0.758961
30 H 0.660100 1.604834 -1.741933
31 N 4.156498 0.041764 0.211270
32 N 3.260041 0.654373 1.151861
33 H 3.686053 -0.104234 -0.679227
34 H 4.358956 -0.879709 0.574470
35 H 2.348124 0.211399 1.087356
36 H 3.138126 1.617239 0.862009
37 Cl -2.029873 -2.330314 -3.178308
38 C -2.920454 -2.702563 -1.691521
39 Cl -1.811191 -3.154975 -0.391516
40 H -3.575193 -3.542061 -1.893462
41 H -3.473838 -1.816736 -1.386103
42 C 3.585784 -1.255737 -4.251207
43 C 2.318187 -0.758681 -4.955760
44 C 1.275509 -1.883166 -4.931508
45 C 2.662036 -0.425574 -6.410700
46 Si 1.633871 0.736613 -3.948371
47 O 1.022169 0.325346 -2.569133
48 C 3.145283 1.912294 -3.811351
49 C 3.750101 2.573295 -4.884044
50 C 4.860644 3.387766 -4.708632
51 C 5.396148 3.568127 -3.440234
52 C 4.822986 2.915060 -2.358902
53 C 3.718075 2.097725 -2.552279
54 C 0.361155 1.687801 -5.025183
55 C -0.802031 1.050908 -5.469430
56 C -1.820902 1.746587 -6.105949
57 C -1.695031 3.110027 -6.334703
58 C -0.555261 3.768918 -5.895810
59 C 0.446231 3.065753 -5.238250
60 H 3.973049 -2.162846 -4.733361
61 H 3.376212 -1.489035 -3.203286
62 H 4.370184 -0.495223 -4.274825
63 H 1.699430 -2.821826 -5.312367
64 H 0.413245 -1.630565 -5.554699
65 H 0.914653 -2.051787 -3.914031
66 H 2.935870 -1.334097 -6.963461
67 H 3.512982 0.258023 -6.460279
68 H 1.815426 0.040502 -6.923189
69 H 3.334743 2.459049 -5.880602
70 H 5.322873 3.870556 -5.563391
71 H 6.255203 4.214282 -3.298292
72 H 5.240085 3.037815 -1.366129
73 H 3.281362 1.584818 -1.705417
74 H -0.921049 -0.012912 -5.293483
75 H -2.723215 1.227586 -6.410291
76 H -2.485194 3.658118 -6.834752
77 H -0.448498 4.835911 -6.057373
78 H 1.311274 3.601728 -4.865743
79 C -0.780734 6.507050 3.805106
80 C -0.317330 5.348855 2.909486
81 C 0.973878 5.772787 2.194420
82 C -1.381023 5.119392 1.822818
83 Si -0.005286 3.729129 3.925205
84 Br 0.241389 2.056008 2.413779
85 C 1.667246 3.755062 4.911839
86 C 2.877141 3.617956 3.972481
87 C 1.810850 5.057374 5.713256
88 C 1.749256 2.564310 5.880074
89 C -1.514218 3.206753 5.016297
90 C -1.457818 1.701351 5.326799
91 C -1.553305 3.996149 6.332696
92 C -2.832976 3.445250 4.267179
93 H -0.898731 7.410087 3.196638
94 H -0.059935 6.727726 4.596077
95 H -1.744394 6.292397 4.273241
96 H 0.760601 6.624315 1.540487
97 H 1.349665 4.969230 1.563360
98 H 1.748978 6.079449 2.900157
99 H -1.438857 6.010489 1.188706
100 H -2.370462 4.938402 2.237852
101 H -1.121874 4.282708 1.179226
102 H 2.944944 4.424567 3.244910
103 H 2.847476 2.672366 3.431578
104 H 3.793199 3.627813 4.573936
105 H 1.912456 5.921614 5.053373
106 H 2.710392 5.007154 6.336521
107 H 0.955085 5.229158 6.371079
108 H 1.684593 1.614664 5.344561
109 H 0.975744 2.601594 6.648837
110 H 2.720461 2.588191 6.387063
111 H -0.543902 1.408403 5.841580
112 H -1.530580 1.109619 4.414099
113 H -2.308488 1.434911 5.964126
114 H -0.693896 3.767831 6.965955
115 H -2.457894 3.735313 6.892172
116 H -1.567366 5.075372 6.156299
117 H -2.837475 2.937306 3.300119
118 H -3.030044 4.507492 4.112198
119 H -3.661125 3.038252 4.857292

Atoms 1-3, force components in eV/Å:
Rb 0.7116 0.1220 -0.5296
N -0.0613 0.1231 0.1324
N 0.2123 -0.0054 0.2273

The spin multiplicity is 1. As for the relative energy (zero: lowest compared OMol25 entry of this formula, charge and spin): 141.5 kJ/mol. The net charge is -2. Its HOMO energy is -3.004 eV.

2.
This record from the OMol25 dataset describes a cluster of 6 separate species, C12H36O6 in total. The level of theory is ωB97M-V/def2-TZVPD.

Element x y z (Å)
1 C -0.175359 0.524918 -0.436539
2 C 0.377462 1.464020 0.652754
3 O 0.181273 0.845966 1.930228
4 H -1.250394 0.446974 -0.281581
5 H 0.273824 -0.464151 -0.337295
6 H 0.148571 0.904350 -1.405701
7 H -0.122994 2.430989 0.577542
8 H 1.463855 1.505931 0.598716
9 H -0.750425 0.575739 2.042373
10 C 0.933015 1.417898 5.454284
11 C 2.337838 1.374752 4.881694
12 O 2.384873 0.566834 3.710834
13 H 0.232367 1.888273 4.765079
14 H 0.904159 2.010141 6.376088
15 H 0.606408 0.419034 5.745884
16 H 3.068781 1.131696 5.654224
17 H 2.671058 2.376524 4.567691
18 H 1.630493 0.840429 3.161746
19 C 4.497247 -2.495791 -1.108474
20 C 3.326642 -1.784649 -0.434068
21 O 3.505799 -0.370495 -0.405527
22 H 4.470070 -3.550085 -0.819684
23 H 5.469279 -2.150106 -0.744147
24 H 4.531262 -2.333275 -2.186160
25 H 3.305014 -2.204929 0.576407
26 H 2.390082 -1.968582 -0.957740
27 H 3.965625 -0.143837 0.408234
28 C -3.097345 0.278773 -2.948287
29 C -3.120333 -0.325399 -4.341772
30 O -4.348120 -1.079147 -4.579154
31 H -4.074189 0.497560 -2.527779
32 H -2.385780 1.103531 -3.033441
33 H -2.678228 -0.454484 -2.250015
34 H -2.332073 -1.060419 -4.527403
35 H -3.129812 0.409655 -5.144355
36 H -4.325026 -1.875048 -4.040395
37 C -4.102109 1.170229 3.681834
38 C -3.026253 0.133277 3.774735
39 O -2.361389 -0.165542 2.526353
40 H -5.009858 0.752079 3.236002
41 H -3.872048 2.021617 3.038781
42 H -4.358607 1.539032 4.674429
43 H -3.434143 -0.787864 4.204646
44 H -2.204725 0.375182 4.457816
45 H -2.587113 -1.065487 2.279634
46 C 1.297454 -1.511508 -4.549473
47 C 1.023367 -0.078460 -4.156795
48 O 0.543338 0.691025 -5.261499
49 H 2.042191 -1.592013 -5.344062
50 H 0.434119 -2.016176 -4.993809
51 H 1.541587 -2.065788 -3.640727
52 H 1.890433 0.439915 -3.737550
53 H 0.229894 -0.072975 -3.397502
54 H 1.068940 1.479863 -5.387070

Atoms 1-3, force components in eV/Å:
C 0.8495 0.4826 0.5895
C -0.1347 -1.6766 0.0940
O -0.3572 0.4362 0.1651

The spin multiplicity is 1. As for the relative energy (zero: lowest compared OMol25 entry of this formula, charge and spin): 235.4 kJ/mol. The net charge is 0. The SMILES is CCO.CCO.CCO.CCO.CCO.CCO. Its HOMO energy is -9.566 eV.

3.
This record from the OMol25 dataset describes an isolated molecule of C2H4N2S2. The level of theory is ωB97M-V/def2-TZVPD.

Element x y z (Å)
1 S 3.221216 1.295112 -0.222163
2 C 2.046985 0.164415 0.287191
3 N 0.736395 0.392606 0.178947
4 C -0.472985 -0.425807 0.205818
5 N -1.592214 0.068176 -0.102187
6 S -3.091734 -0.943024 -0.585833
7 H 2.396718 -0.846362 0.940462
8 H 0.439265 1.423671 0.067448
9 H -0.064712 -1.422214 0.201523
10 H -3.618933 0.293427 -0.971207

Atoms 1-3, force components in eV/Å:
S -1.7156 -1.8031 0.8661
C 2.7090 -1.0379 1.5207
N -3.4556 3.1902 0.2620

The spin multiplicity is 1. As for the relative energy (zero: lowest compared OMol25 entry of this formula, charge and spin): 288.4 kJ/mol. The net charge is 0. The SMILES is S=CN/C=N/S. Its HOMO energy is -8.718 eV.

- Look up the relative energy (zero: lowest compared OMol25 entry of this formula, charge and spin) of the third one.
  288.4 kJ/mol